Entry 1:
Molecular formula: C42H45F7N7O7S
Method: DFT, ωB97M-V/def2-TZVPD

Properties
**Orbital gap**: 3.83 eV
**Strongest force on any atom**: 0.0124 hartree/bohr
**Total charge**: +1
**Energy relative to the best compared isomer or geometry (same formula, charge and spin)**: 0.0 kJ/mol
**Lowest unoccupied orbital energy**: -6.07 eV
**Total energy**: -3634.28101 a.u.

Last column: Löwdin charge in e.
Atoms and positions in Å:
O  7.911672  -3.450263  0.235958  0.12
C  6.779332  -3.118927  0.087100  -0.35
O  6.120484  -3.240440  -1.086225  -0.02
C  5.221376  -2.173472  -1.413034  -0.17
C  3.775848  -2.645187  -1.388419  -0.16
C  3.400473  -3.256962  -0.040458  -0.14
C  1.949179  -3.769061  0.077338  -0.05
N  1.023227  -3.201870  -0.934460  -0.01
N  0.763918  -4.035277  -1.919942  0.19
C  -0.056709  -3.618455  -2.859658  0.00
C  -0.652387  -2.351083  -2.828857  -0.11
S  -1.785718  -1.994440  -4.162225  0.68
O  -1.672463  -0.633222  -4.541687  -0.21
O  -1.709469  -3.063860  -5.084598  -0.19
F  -3.100067  -2.144198  -3.349892  -0.08
C  -0.386939  -1.477626  -1.787261  -0.05
C  -1.051296  -0.138568  -1.665675  -0.09
C  -1.902594  0.067675  -0.380931  -0.09
C  -3.387358  0.114004  -0.694510  -0.22
C  -3.891278  0.757201  -1.826470  -0.07
C  -5.255117  0.787660  -2.074056  -0.08
C  -6.137021  0.187005  -1.187756  -0.06
C  -5.647134  -0.458432  -0.063354  -0.06
C  -4.280827  -0.498018  0.174948  -0.04
C  0.523629  -1.967532  -0.826229  0.00
C  0.915182  -1.138322  0.399446  -0.19
O  0.527157  -1.457128  1.479684  0.23
C  1.850894  0.080606  0.183212  -0.32
F  3.090927  -0.290575  0.555012  0.15
F  1.896239  0.333883  -1.143605  0.14
C  1.415951  1.391242  0.947264  -0.33
F  1.155553  2.323771  0.017441  0.17
F  0.287672  1.157740  1.630218  0.15
C  2.460278  2.002779  1.929523  -0.35
F  2.822454  1.069113  2.847415  0.13
F  1.802340  2.977861  2.568154  0.17
C  3.703702  2.649390  1.252985  -0.40
O  3.640645  3.762475  0.849638  0.23
O  4.776425  1.831496  1.112278  0.12
H  6.163840  -2.748455  0.923893  0.15
H  5.375621  -1.325151  -0.741105  0.13
H  5.494523  -1.838846  -2.411541  0.14
H  3.670388  -3.413293  -2.158793  0.13
H  3.160408  -1.782195  -1.650337  0.10
H  3.619672  -2.594572  0.795749  0.11
H  4.030289  -4.136049  0.091108  0.11
H  1.512032  -3.608645  1.057879  0.13
H  1.935428  -4.839803  -0.098341  0.14
H  -0.274217  -4.301338  -3.669497  0.14
H  -1.742545  -0.049985  -2.491039  0.06
H  -0.324327  0.657496  -1.830947  0.14
H  -1.752084  -0.753095  0.320414  0.11
H  -1.603368  0.997163  0.100117  0.11
H  -3.211923  1.234947  -2.523550  0.12
H  -5.618597  1.286731  -2.963045  0.11
H  -7.197773  0.224352  -1.390007  0.12
H  -6.347500  -0.917600  0.619813  0.11
H  -3.914143  -1.003600  1.060425  0.12
H  5.177021  1.637902  1.971914  0.14
N  6.956031  -6.145316  1.691985  0.01
C  7.770082  -6.755109  2.603688  -0.12
C  7.013752  -7.653026  3.309344  -0.10
C  5.688799  -7.584847  2.801208  -0.11
C  5.686928  -6.647543  1.802513  -0.16
H  7.241383  -5.438110  1.040164  0.10
H  8.813231  -6.500057  2.672683  0.11
H  7.370120  -8.290749  4.100168  0.09
H  4.840000  -8.161831  3.127850  0.09
H  4.894179  -6.302280  1.159338  0.08
N  3.370877  1.981102  5.911861  -0.01
C  3.610501  3.315513  6.114317  -0.15
C  3.467312  3.567516  7.451006  -0.10
C  3.129252  2.338633  8.081056  -0.10
C  3.078120  1.379388  7.107265  -0.14
H  3.403153  1.518125  5.024956  0.11
H  3.859898  3.969085  5.295462  0.10
H  3.590308  4.525485  7.926846  0.09
H  2.945229  2.179902  9.129958  0.09
H  2.860095  0.326780  7.162287  0.10
N  -4.203187  0.659790  -5.948118  0.00
C  -5.129592  -0.013109  -6.699617  -0.14
C  -5.963537  0.913138  -7.264986  -0.10
C  -5.523772  2.196153  -6.839168  -0.10
C  -4.436442  2.007611  -6.029187  -0.16
H  -3.470012  0.234640  -5.412739  0.09
H  -5.115962  -1.087582  -6.770101  0.11
H  -6.795321  0.697701  -7.913855  0.09
H  -5.955346  3.147265  -7.101382  0.10
H  -3.810960  2.714216  -5.509676  0.10
N  -5.095181  4.075340  -1.878634  0.01
C  -5.541065  4.428633  -3.125101  -0.14
C  -5.833856  5.766355  -3.097488  -0.10
C  -5.552459  6.239448  -1.785744  -0.10
C  -5.099994  5.171113  -1.061080  -0.14
H  -4.813861  3.154405  -1.599481  0.09
H  -5.612539  3.706477  -3.922015  0.08
H  -6.207643  6.344133  -3.925731  0.09
H  -5.667718  7.245953  -1.421326  0.09
H  -4.771856  5.094158  -0.037857  0.09
N  -3.631472  3.453468  2.472422  0.00
C  -3.975469  4.415337  3.382553  -0.13
C  -2.972511  4.490667  4.310939  -0.10
C  -1.982283  3.538008  3.946989  -0.10
C  -2.417928  2.915255  2.808700  -0.15
H  -4.182926  3.180782  1.680429  0.13
H  -4.898393  4.961737  3.292143  0.11
H  -2.948898  5.154975  5.157774  0.10
H  -1.058694  3.335888  4.463586  0.09
H  -1.971254  2.138383  2.212322  0.08

Atomic forces in eV per Å
O -0.1 -0.3 -0.1
C 0.2 0.0 0.2
O 0.2 0.2 -0.1
C -0.1 0.0 0.1
C 0.3 -0.2 0.1
C -0.1 0.0 0.1
C 0.4 -0.5 0.1
N -0.1 0.2 0.2
N -0.1 0.1 -0.1
C -0.1 0.4 0.0
C 0.1 -0.3 0.3
S 0.2 -0.1 -0.3
O -0.1 -0.2 -0.1
O -0.1 0.2 0.2
F 0.0 0.0 0.0
C -0.1 0.0 -0.1
C -0.3 0.1 0.0
C -0.1 -0.1 -0.3
C 0.0 -0.1 0.0
C 0.2 -0.1 0.2
C 0.1 0.0 -0.1
C 0.0 0.0 -0.1
C -0.2 0.1 -0.1
C -0.1 0.0 0.1
C 0.0 0.0 -0.3
C -0.2 -0.2 0.3
O 0.2 0.0 -0.1
C -0.1 0.1 -0.1
F 0.0 -0.1 0.1
F 0.1 0.0 0.0
C 0.2 0.1 -0.2
F -0.1 0.0 0.0
F 0.0 -0.1 0.1
C -0.1 0.3 0.2
F 0.0 -0.1 -0.1
F 0.0 -0.1 0.0
C 0.1 0.3 -0.1
O 0.0 -0.5 0.0
O 0.0 0.3 0.1
H -0.1 0.3 -0.1
H 0.0 0.0 0.1
H 0.0 0.0 0.0
H -0.2 0.1 -0.1
H -0.1 0.0 -0.1
H 0.0 0.2 -0.1
H 0.0 0.0 0.1
H 0.0 0.2 0.0
H -0.2 0.0 -0.2
H 0.1 -0.1 0.0
H 0.2 0.1 -0.1
H 0.1 -0.1 0.2
H 0.1 0.1 0.2
H 0.0 0.0 0.1
H -0.1 0.1 -0.1
H -0.1 0.0 0.0
H 0.0 0.0 0.1
H 0.1 -0.1 0.1
H 0.0 0.0 0.0
H -0.1 -0.2 0.0
N -0.1 0.0 0.0
C 0.0 0.0 0.0
C 0.0 0.0 0.0
C 0.0 0.0 0.0
C 0.0 0.1 0.0
H 0.2 -0.1 0.0
H 0.0 0.0 0.0
H 0.0 0.0 0.0
H 0.0 0.0 0.0
H 0.0 0.0 0.0
N 0.0 0.0 0.0
C 0.0 0.0 0.0
C 0.0 0.0 0.0
C 0.0 0.0 0.0
C 0.0 0.0 0.0
H 0.0 0.0 0.0
H 0.0 0.0 0.0
H 0.0 0.0 0.0
H 0.0 0.0 0.0
H 0.0 0.0 0.0
N -0.1 0.0 0.0
C 0.0 0.0 0.0
C 0.0 0.0 0.0
C 0.0 0.0 0.0
C 0.0 0.0 0.1
H 0.1 0.1 -0.1
H 0.0 0.0 0.0
H 0.0 0.0 0.0
H 0.0 0.0 0.0
H 0.0 0.0 0.0
N 0.0 0.0 0.0
C 0.0 0.0 0.0
C 0.0 0.0 0.0
C 0.0 0.0 -0.1
C 0.0 0.0 0.1
H 0.0 0.0 0.0
H 0.0 0.0 0.0
H 0.0 0.0 0.0
H 0.0 0.0 0.0
H 0.0 0.1 0.0
N 0.0 0.0 0.0
C 0.0 0.0 0.0
C 0.0 0.0 0.0
C 0.0 0.0 0.0
C 0.0 0.0 0.0
H -0.1 0.0 0.0
H 0.0 0.0 0.0
H 0.0 0.0 0.0
H 0.0 0.0 0.0
H 0.0 0.0 0.0

Entry 2:
Molecular formula: C5H15N2O
Method: DFT, ωB97M-V/def2-TZVPD

Properties
**Orbital gap (alpha / beta)**: 10.78 / 9.27 eV
**2S+1**: 2
**Strongest force on any atom**: 0.0339 hartree/bohr
**Total charge**: +2
**Energy relative to the best compared isomer or geometry (same formula, charge and spin)**: 0.0 kJ/mol
**Lowest unoccupied orbital energy (alpha / beta)**: -7.20 / -10.49 eV
**Total energy**: -383.61034 a.u.

Last column: Mulliken spin population.
Atoms and positions in Å:
C  -1.238881  1.801997  0.793721  0.03
C  -0.897053  1.531451  -0.692010  0.04
C  -0.091440  0.319580  -1.019490  0.34
C  1.211633  0.129413  -0.598493  0.15
N  1.919555  -0.895745  -1.050486  0.38
C  3.343913  -1.030965  -0.810843  -0.01
N  -2.043406  0.696722  1.404567  0.01
H  -0.337156  1.950575  1.390868  0.00
H  -1.763514  2.732985  0.850589  0.00
H  -1.832488  1.510478  -1.255778  0.00
H  -0.401591  2.462880  -0.999567  0.04
H  -0.533333  -0.347689  -1.752088  -0.01
H  1.732081  0.771413  0.102833  0.01
H  1.637784  -1.243464  -1.964176  -0.01
H  3.631385  -0.488744  0.087766  0.00
H  3.611478  -2.060931  -0.576153  0.02
H  3.970701  -0.697428  -1.637224  0.02
H  -1.632967  -0.259050  1.292574  -0.01
H  -2.996684  0.693964  1.034202  0.00
H  -2.149462  0.870024  2.404691  0.00
H  -0.816489  -2.407493  0.883037  0.00
H  -1.963184  -2.564101  1.884641  0.00
O  -1.626328  -1.978669  1.193164  0.00

Atomic forces in eV per Å
C 1.1 -0.5 -0.5
C -0.7 0.4 0.6
C -0.3 0.9 -0.3
C 0.3 -0.7 0.1
N 0.7 1.1 -1.2
C 0.8 -0.4 1.2
N -0.1 0.7 0.2
H 0.0 -0.3 0.0
H -0.6 0.4 0.1
H 0.1 -0.1 0.0
H 0.2 -0.3 -0.2
H 0.2 -0.2 0.1
H -0.2 0.1 0.2
H -0.4 -0.7 0.3
H -0.2 0.3 -0.1
H -0.3 -0.2 -0.3
H -0.4 0.1 -0.3
H -0.3 -0.1 0.0
H 0.0 -0.2 -0.2
H 0.0 -0.1 0.2
H -0.2 -0.1 0.1
H -0.1 0.0 0.0
O 0.5 0.0 -0.1

Entry 3:
Molecular formula: C17H26F3NO2
Method: DFT, ωB97M-V/def2-TZVPD

Properties
**Orbital gap**: 4.75 eV
**Strongest force on any atom**: 0.0137 hartree/bohr
**Total charge**: 0
**Energy relative to the best compared isomer or geometry (same formula, charge and spin)**: 0.0 kJ/mol
**Lowest unoccupied orbital energy**: -0.76 eV
**Total energy**: -1168.08786 a.u.

Last column: natural (NBO) charge in e.
Atoms and positions in Å:
C  -0.500879  2.711970  -0.580998  -0.20
C  0.473503  2.820717  0.404779  -0.21
C  0.799300  1.714612  1.186095  -0.29
C  0.154377  0.490978  0.988886  0.02
C  0.491999  -0.761307  1.770053  -0.47
C  1.738566  -1.479368  1.244057  -0.21
N  2.809861  -0.529928  0.834279  -0.38
C  3.544663  0.011940  2.013148  -0.22
C  4.488630  1.152693  1.629710  -0.43
C  4.844074  1.251828  0.128378  -0.42
C  4.625004  -0.012123  -0.742854  -0.43
C  3.834195  -1.134116  -0.078564  -0.21
C  -0.828276  0.402383  0.004999  -0.23
C  -1.159099  1.504114  -0.772230  -0.17
H  -0.746722  3.574351  -1.187231  0.22
H  0.975710  3.762672  0.585486  0.22
H  1.534620  1.824516  1.977828  0.19
H  0.516881  -0.595013  2.848407  0.23
H  -0.324158  -1.465954  1.598792  0.26
H  2.181349  -2.139175  1.991140  0.22
H  1.476049  -2.074031  0.370745  0.23
H  2.384824  0.242920  0.306420  0.47
H  2.828971  0.294427  2.782614  0.24
H  4.114965  -0.832413  2.402120  0.22
H  4.079708  2.106298  1.961698  0.23
H  5.407944  1.005031  2.196264  0.23
H  4.304772  2.083015  -0.325083  0.23
H  5.897101  1.521868  0.067089  0.24
H  4.109621  0.282393  -1.657846  0.23
H  5.583831  -0.419714  -1.063278  0.24
H  3.302293  -1.707369  -0.836856  0.23
H  4.447297  -1.815540  0.507359  0.22
H  -1.354149  -0.532572  -0.157992  0.26
H  -1.926573  1.435331  -1.532627  0.25
C  -4.846642  0.761443  -1.073874  -0.65
C  -6.102629  -0.102175  -1.121857  -0.07
O  -6.041630  -1.167009  -2.034564  -0.59
C  -5.353435  -2.398502  -1.576733  0.33
O  -5.585651  -2.776877  -0.369758  -0.86
C  -3.813603  -2.247926  -1.820471  0.91
F  -3.454619  -1.528866  -2.923122  -0.36
F  -3.239375  -3.461897  -1.988405  -0.35
F  -3.143808  -1.680885  -0.783365  -0.37
H  -4.468269  0.939084  -2.083303  0.20
H  -5.054214  1.726137  -0.599801  0.19
H  -4.066963  0.274279  -0.494494  0.21
H  -6.936433  0.521186  -1.461866  0.16
H  -6.357408  -0.469129  -0.121903  0.19
H  -5.645573  -3.084294  -2.411268  0.09

Atomic forces in eV per Å
C 0.1 0.0 0.1
C 0.0 -0.2 0.0
C -0.1 0.1 0.0
C -0.2 -0.1 -0.1
C -0.3 0.0 -0.1
C -0.1 0.0 0.1
N 0.6 -0.3 -0.1
C 0.1 0.1 0.2
C 0.1 0.0 0.0
C 0.2 -0.1 0.0
C 0.2 0.1 0.0
C -0.2 0.1 -0.4
C 0.0 0.0 -0.2
C 0.1 0.2 -0.1
H 0.0 0.0 0.0
H 0.0 0.0 0.0
H -0.1 0.1 0.0
H 0.2 0.1 -0.1
H 0.0 0.0 0.2
H -0.1 0.0 0.0
H 0.1 0.1 -0.1
H -0.3 0.1 0.3
H 0.0 0.1 -0.1
H -0.1 -0.1 0.0
H -0.1 0.0 0.0
H -0.1 0.0 0.1
H -0.1 0.0 0.1
H 0.0 0.1 -0.1
H 0.0 0.0 0.0
H 0.0 0.0 0.0
H 0.0 -0.1 0.1
H 0.0 0.0 0.1
H 0.0 0.1 0.0
H 0.0 -0.2 0.1
C 0.1 0.1 0.1
C -0.3 0.0 0.0
O 0.4 0.1 -0.2
C -0.2 -0.3 0.2
O 0.0 0.1 0.0
C 0.0 0.1 -0.3
F 0.0 0.0 0.1
F 0.0 -0.1 0.0
F 0.2 0.0 0.1
H 0.0 0.0 0.0
H -0.1 0.0 0.0
H 0.0 0.0 0.0
H 0.0 0.0 0.0
H 0.1 -0.1 0.0
H -0.1 0.0 0.0